1.
Entry from OMol25: a 7-piece molecular cluster, C33H87BF4N5O11 overall (the ωB97M-V functional and the def2-TZVPD basis).

Element x y z (Å)
C -0.929 -0.191 0.497
C 0.539 -0.012 0.731
C 1.235 0.063 -0.709
O 0.903 1.128 1.496
H -1.315 -1.084 0.005
H -1.488 0.662 0.114
H -1.480 -0.329 1.428
H 1.015 -0.909 1.128
H 2.319 0.140 -0.632
H 1.009 0.884 -1.389
H 0.886 -0.840 -1.211
C -0.540 -0.201 -6.237
O -0.767 0.669 -5.170
C -0.495 0.188 -3.835
C -1.642 -0.654 -3.295
N -3.017 0.041 -3.302
H -3.060 0.420 -4.237
H -3.800 -0.596 -3.332
C -3.371 0.992 -2.140
C -4.582 1.822 -2.431
O -4.535 2.500 -3.683
C -5.894 2.875 -4.013
H 0.518 -0.387 -6.421
H -0.730 0.082 -7.272
H -0.952 -1.182 -6.001
H -0.716 1.163 -3.400
H 0.508 -0.196 -3.650
H -1.454 -1.072 -2.306
H -1.825 -1.540 -3.902
H -2.467 1.571 -1.955
H -3.659 0.361 -1.299
H -4.677 2.521 -1.600
H -5.428 1.138 -2.365
H -5.812 3.453 -4.933
H -6.369 3.404 -3.187
H -6.499 1.995 -4.229
C 4.232 -6.083 -8.948
O 4.134 -5.087 -8.016
C 4.936 -5.081 -6.853
C 4.664 -3.797 -6.060
N 3.095 -3.542 -5.833
H 2.659 -3.360 -6.725
H 2.703 -4.421 -5.525
C 2.705 -2.416 -4.777
C 2.381 -3.006 -3.367
O 1.338 -4.070 -3.329
C 1.295 -4.601 -2.098
H 3.911 -6.992 -8.440
H 5.213 -6.234 -9.398
H 3.572 -5.876 -9.792
H 5.999 -5.171 -7.077
H 4.629 -5.972 -6.304
H 4.997 -2.889 -6.563
H 5.036 -3.912 -5.042
H 1.840 -1.855 -5.130
H 3.590 -1.795 -4.913
H 2.357 -2.374 -2.480
H 3.335 -3.489 -3.155
H 0.968 -3.897 -1.333
H 2.274 -4.965 -1.784
H 0.665 -5.489 -2.044
C -3.388 -0.979 6.271
O -2.242 -1.195 5.458
C -2.440 -1.168 4.022
C -2.601 -2.570 3.444
N -1.401 -3.482 3.879
H -1.464 -3.585 4.882
H -1.501 -4.375 3.417
C 0.054 -3.123 3.404
C 0.923 -2.294 4.399
O 1.380 -3.217 5.437
C 1.803 -2.522 6.565
H -3.084 -1.058 7.315
H -4.268 -1.580 6.040
H -3.630 0.082 6.205
H -1.468 -0.913 3.602
H -3.067 -0.369 3.627
H -2.541 -2.532 2.356
H -3.526 -3.064 3.740
H -0.024 -2.652 2.424
H 0.566 -4.062 3.193
H 0.323 -1.484 4.816
H 1.897 -2.013 3.998
H 0.919 -2.507 7.203
H 2.172 -1.522 6.338
H 2.461 -3.146 7.170
C 3.248 2.804 -2.720
O 3.076 3.261 -1.394
C 4.203 3.771 -0.683
C 3.854 4.020 0.718
N 3.338 2.779 1.481
H 2.829 3.093 2.295
H 2.588 2.272 1.033
C 4.485 1.883 1.973
C 4.150 1.148 3.302
O 3.583 2.042 4.236
C 3.393 1.441 5.546
H 2.386 2.190 -2.980
H 4.197 2.268 -2.694
H 3.410 3.605 -3.442
H 4.568 4.647 -1.219
H 5.119 3.180 -0.682
H 3.001 4.699 0.717
H 4.626 4.396 1.389
H 5.277 2.615 2.129
H 4.624 1.048 1.286
H 5.029 0.628 3.681
H 3.508 0.338 2.957
H 4.136 1.735 6.288
H 3.391 0.352 5.570
H 2.491 1.926 5.918
C -4.089 2.538 4.851
O -3.363 3.677 4.358
C -1.968 3.905 4.728
C -1.019 2.875 4.075
N -1.281 2.891 2.501
H -0.641 2.188 2.160
H -2.180 2.494 2.267
C -1.149 4.104 1.574
C -1.726 3.735 0.229
O -2.896 3.046 0.395
C -4.056 3.755 0.795
H -3.692 2.278 5.832
H -4.046 1.701 4.154
H -5.153 2.735 4.980
H -1.832 4.052 5.800
H -1.754 4.882 4.297
H -1.325 1.849 4.277
H -0.026 3.020 4.502
H -0.062 4.105 1.487
H -1.386 5.013 2.126
H -1.024 3.144 -0.360
H -1.915 4.666 -0.304
H -4.084 4.180 1.798
H -4.874 3.095 1.085
H -4.489 4.379 0.013
B -4.932 -0.738 1.237
F -5.935 -0.857 0.313
F -5.042 -1.634 2.240
F -3.705 -0.929 0.656
F -4.672 0.534 1.745

Forces on atoms 1 to 2 (eV/Å):
-1.57 -0.23 1.37
1.88 2.57 -1.68

For the max |F|, the calculation gives 0.097 Eh/bohr. The lowest unoccupied orbital energy is -5.86 eV. The HOMO energy is -13.92 eV. Its charge is +3. The calculation puts the total energy at -77123.2161 eV. For the molecular weight, the calculation gives 816.9 g/mol. Its orbital gap is 8.06 eV. Its energy relative to the best compared isomer or geometry (same formula, charge and spin) is 128.6 kcal per mole.

2.
Entry from OMol25: a 8-piece molecular cluster, C33H87N9O13 overall (the ωB97M-V functional and the def2-TZVPD basis).

Element x y z (Å)
C 3.097 -2.355 1.957
O 2.743 -2.895 0.710
C 1.401 -3.308 0.570
C 0.908 -4.350 1.526
N 1.633 -5.603 1.212
C 1.091 -6.804 1.781
C 2.085 -7.952 1.686
O 3.175 -7.797 2.556
C 3.238 -8.730 3.630
H 4.160 -2.520 2.126
H 2.535 -2.808 2.777
H 2.913 -1.276 2.027
H 1.283 -3.672 -0.451
H 0.747 -2.416 0.596
H -0.139 -4.575 1.331
H 1.113 -4.129 2.575
H 2.629 -5.539 1.379
H 0.172 -7.085 1.258
H 0.870 -6.725 2.866
H 2.505 -7.909 0.669
H 1.553 -8.904 1.761
H 2.277 -9.210 3.824
H 3.556 -8.176 4.511
H 3.959 -9.517 3.396
C 1.088 1.441 3.124
O 0.969 1.855 4.467
C 2.072 1.510 5.266
C 1.699 1.642 6.712
N 0.655 0.662 7.044
C 0.113 0.859 8.373
C 1.052 0.383 9.454
O 0.405 0.505 10.701
C 1.102 -0.125 11.751
H 1.660 0.523 2.981
H 1.517 2.233 2.494
H 0.067 1.353 2.750
H 2.931 2.162 5.039
H 2.409 0.483 5.064
H 1.295 2.659 6.850
H 2.566 1.491 7.351
H -0.097 0.792 6.378
H -0.795 0.248 8.481
H -0.287 1.867 8.567
H 1.933 1.043 9.449
H 1.352 -0.653 9.267
H 0.817 0.390 12.671
H 2.178 -0.179 11.590
H 0.705 -1.138 11.923
C -3.996 -2.830 -1.764
O -4.004 -1.760 -2.669
C -4.405 -0.529 -2.066
C -4.142 0.538 -3.088
N -2.679 0.741 -3.177
C -2.242 1.715 -4.169
C -2.517 1.299 -5.627
O -1.297 1.160 -6.313
C -1.467 0.895 -7.680
H -3.299 -2.712 -0.930
H -3.769 -3.753 -2.302
H -5.016 -3.020 -1.390
H -3.894 -0.423 -1.103
H -5.483 -0.593 -1.856
H -4.579 1.485 -2.762
H -4.562 0.211 -4.043
H -2.331 -0.191 -3.383
H -1.157 1.754 -4.058
H -2.700 2.691 -4.019
H -3.198 2.015 -6.107
H -3.020 0.318 -5.663
H -2.132 1.611 -8.176
H -1.853 -0.126 -7.803
H -0.508 0.958 -8.190
C 1.324 -5.211 -8.152
O 0.105 -5.909 -8.178
C -0.904 -5.426 -7.323
C -0.474 -4.984 -5.927
N -0.203 -3.550 -5.858
C 0.642 -3.198 -4.724
C 0.805 -1.722 -4.552
O 1.554 -1.178 -5.607
C 1.800 0.189 -5.412
H 1.686 -4.963 -7.149
H 1.282 -4.246 -8.684
H 2.057 -5.835 -8.658
H -1.672 -6.193 -7.221
H -1.434 -4.576 -7.786
H 0.333 -5.653 -5.583
H -1.305 -5.166 -5.236
H 0.288 -3.276 -6.704
H 1.635 -3.677 -4.771
H 0.151 -3.640 -3.849
H 1.315 -1.556 -3.591
H -0.200 -1.271 -4.530
H 2.208 0.585 -6.342
H 2.538 0.376 -4.622
H 0.886 0.743 -5.180
C -3.479 3.890 -0.905
O -3.030 4.889 -0.033
C -3.681 4.845 1.218
C -3.332 6.107 1.983
N -1.888 6.264 2.157
C -1.497 7.488 2.842
C -0.043 7.792 2.501
O 0.104 7.840 1.104
C 1.235 8.530 0.629
H -2.933 3.940 -1.844
H -4.570 3.836 -0.982
H -3.203 2.891 -0.516
H -3.477 3.907 1.743
H -4.769 4.941 1.066
H -3.708 5.947 2.999
H -3.786 6.975 1.493
H -1.439 6.277 1.246
H -1.518 7.403 3.929
H -2.107 8.314 2.446
H 0.564 6.960 2.892
H 0.288 8.706 3.004
H 2.093 7.860 0.519
H 1.568 9.274 1.370
H 1.009 9.095 -0.270
N 3.217 1.046 -1.907
C 4.093 1.374 -0.901
N 3.711 0.928 0.333
O 5.088 2.050 -1.099
H 2.285 0.732 -1.700
H 3.532 1.261 -2.832
H 2.749 0.641 0.444
H 4.221 1.194 1.153
N -0.777 -0.856 -1.285
C -0.253 0.165 -0.536
N -1.037 1.268 -0.469
O 0.879 0.087 -0.062
H -1.627 -0.667 -1.781
H -0.175 -1.630 -1.497
H -1.836 1.355 -1.079
H -0.738 1.967 0.200
C 0.475 4.175 0.187
O -0.549 3.673 1.027
H 0.082 4.592 -0.755
H 1.034 5.013 0.614
H 1.130 3.350 -0.093
H -0.981 4.448 1.405

Forces on atoms 1 to 2 (eV/Å):
-0.20 0.31 0.40
0.26 -0.60 -0.12

For the max |F|, the calculation gives 0.046 Eh/bohr. The lowest unoccupied orbital energy is 0.49 eV. The HOMO energy is -8.42 eV. Its charge is 0. The calculation puts the total energy at -75655.1024 eV. For the molecular weight, the calculation gives 818.1 g/mol. Its orbital gap is 8.91 eV. Its energy relative to the best compared isomer or geometry (same formula, charge and spin) is 0.0 kcal per mole. Its SMILES is COCCNCCOC.COCCNCCOC.COCCNCCOC.COCCNCCOC.COCCNCCOC.NC(N)=O.NC(N)=O.CO.